1.
The following is a DFT calculation (wB97M-V/def2-TZVPD) of a cluster of 5 separate species, C27H53Cl2IN5O7S in total in a non-equilibrium geometry.

Properties
E_HOMO, eV: -11.1
Largest force on an atom, eV/A: 5.76
Net charge: +1
Molar mass, g/mol: 789.63

Each line ends with the Löwdin charge.
Cartesian coordinates (Å):
1 C -1.04 -2.46 0.42  -0.010
2 C -1.12 -1.65 1.61  -0.099
3 C -0.02 -0.54 2.06  -0.279
4 C -0.70 0.13 3.40  -0.637
5 I -1.08 -1.25 5.02  0.973
6 C -0.01 1.51 3.83  -0.275
7 C -0.95 2.32 4.89  -0.126
8 N -0.12 0.55 1.04  0.002
9 N -1.36 0.70 0.46  -0.088
10 C -1.41 0.55 -1.02  -0.051
11 C -2.06 1.97 0.77  -0.351
12 C -1.54 3.45 0.53  0.015
13 O -3.22 1.85 1.26  0.081
14 C 1.02 0.70 0.17  -0.204
15 N 1.43 1.82 -0.44  0.131
16 C 2.63 1.94 -1.31  -0.110
17 C 2.21 1.93 -2.88  -0.640
18 O 2.03 0.88 -3.50  0.016
19 Cl 2.02 3.57 -3.71  0.613
20 N 1.89 -0.49 -0.04  0.077
21 C 2.58 -0.62 1.28  -0.542
22 Cl 3.48 0.86 1.83  0.710
23 C 1.44 -1.14 2.32  -0.398
24 O 1.99 -0.87 3.63  -0.117
25 N 1.53 -2.65 2.15  0.081
26 C 1.33 -3.29 3.26  -0.602
27 S 1.52 -3.98 4.76  0.735
28 H -1.72 -2.24 -0.48  0.072
29 H -0.33 -3.35 0.42  0.076
30 H -2.08 -1.80 2.24  0.104
31 H -1.76 0.42 3.03  0.081
32 H 0.98 1.34 4.38  0.111
33 H 0.16 2.24 2.97  0.086
34 H -0.84 1.92 5.95  0.066
35 H -0.61 3.41 4.82  0.082
36 H -2.05 2.32 4.53  0.086
37 H -0.95 -0.41 -1.43  0.099
38 H -1.00 1.47 -1.59  0.092
39 H -2.53 0.52 -1.31  0.137
40 H -2.29 4.27 0.80  0.093
41 H -0.57 3.60 1.14  0.087
42 H -1.20 3.51 -0.58  0.086
43 H 0.89 2.69 -0.30  0.151
44 H 3.05 3.00 -1.13  0.140
45 H 3.48 1.23 -1.07  0.130
46 H 1.32 -1.33 -0.23  0.126
47 H 3.36 -1.46 1.16  0.147
48 H 2.94 -1.13 3.69  0.114
49 C -4.29 6.93 -0.31  -0.063
50 C -4.27 6.57 1.17  -0.508
51 C -5.18 7.48 1.98  -0.060
52 O -2.93 6.66 1.67  -0.074
53 H -3.93 7.95 -0.46  0.085
54 H -3.63 6.27 -0.87  0.069
55 H -5.30 6.85 -0.72  0.085
56 H -4.59 5.53 1.30  0.135
57 H -4.85 8.53 1.90  0.085
58 H -5.14 7.22 3.04  0.083
59 H -6.21 7.42 1.63  0.085
60 H -2.64 7.58 1.56  0.091
61 C 0.80 -8.55 5.58  -0.064
62 C 1.31 -7.99 6.90  -0.495
63 C 0.16 -7.60 7.82  -0.064
64 O 2.12 -6.85 6.65  -0.080
65 H 0.20 -7.80 5.05  0.078
66 H 1.63 -8.81 4.93  0.081
67 H 0.19 -9.44 5.74  0.082
68 H 1.94 -8.74 7.40  0.141
69 H -0.46 -6.83 7.37  0.079
70 H 0.54 -7.20 8.76  0.081
71 H -0.47 -8.47 8.05  0.082
72 H 1.57 -6.18 6.22  -0.005
73 C -0.52 0.50 -7.11  -0.052
74 C -1.07 -0.44 -6.05  -0.479
75 C -1.73 0.34 -4.91  -0.064
76 O -0.01 -1.23 -5.52  -0.061
77 H 0.24 1.16 -6.69  0.084
78 H -0.05 -0.07 -7.91  0.082
79 H -1.32 1.12 -7.55  0.087
80 H -1.80 -1.12 -6.50  0.146
81 H -1.01 1.00 -4.42  0.064
82 H -2.11 -0.35 -4.15  0.072
83 H -2.56 0.95 -5.28  0.086
84 H 0.64 -0.64 -5.12  0.058
85 C 3.57 -2.77 -6.42  -0.058
86 C 3.77 -1.49 -7.22  -0.491
87 C 4.21 -0.34 -6.33  -0.061
88 O 2.55 -1.14 -7.87  -0.057
89 H 2.78 -2.63 -5.66  0.074
90 H 3.24 -3.58 -7.07  0.084
91 H 4.49 -3.07 -5.91  0.080
92 H 4.52 -1.66 -7.99  0.141
93 H 3.45 -0.12 -5.57  0.054
94 H 4.34 0.57 -6.91  0.083
95 H 5.15 -0.57 -5.82  0.081
96 H 1.89 -0.99 -7.19  0.046

2.
The following is a DFT calculation (wB97M-V/def2-TZVPD) of a cluster of 3 separate species, C27H53ClN7O2 in total in a non-equilibrium geometry.

Properties
E_HOMO, eV: -12.1
Largest force on an atom, eV/A: 6.14
Net charge: +1
Molar mass, g/mol: 543.22
Relative energy (zero: lowest compared OMol25 entry of this formula, charge and spin), kJ/mol: 0.0

Each line ends with the Löwdin charge.
Cartesian coordinates (Å):
1 C -0.32 2.00 0.63  -0.118
2 C 0.12 2.24 2.15  -0.253
3 C -0.49 3.60 2.76  -0.217
4 C -2.10 3.67 2.66  -0.226
5 C -2.86 2.45 3.37  -0.192
6 C -3.06 1.15 2.47  -0.214
7 C -3.92 1.38 1.14  -0.209
8 C -3.56 0.40 -0.06  -0.202
9 C -3.93 -1.16 0.24  -0.171
10 C -2.58 -1.98 0.52  -0.210
11 C -2.38 -3.28 -0.42  -0.088
12 C -0.79 -3.49 -0.56  -0.116
13 N -0.20 -3.54 -1.88  0.197
14 C 1.20 -3.70 -1.56  -0.198
15 N 2.14 -3.81 -2.52  0.100
16 C 1.90 -3.81 -3.98  -0.145
17 O 1.07 -2.72 -4.45  -0.164
18 O 0.15 -3.28 -5.30  -0.052
19 N 1.39 -3.73 -0.14  -0.044
20 N 2.64 -3.85 0.45  0.000
21 C 3.23 -5.20 0.29  -0.225
22 C 4.78 -5.07 0.78  -0.085
23 N 0.18 -3.63 0.50  0.009
24 C -0.15 -3.65 1.96  -0.133
25 C 0.58 -4.81 2.79  -0.236
26 C -0.02 -4.71 4.29  -0.504
27 Cl 0.77 -3.21 5.07  0.502
28 H -1.28 2.51 0.32  0.066
29 H -0.48 0.87 0.51  0.048
30 H 0.49 2.31 -0.12  0.078
31 H 1.26 2.36 2.21  0.104
32 H -0.12 1.34 2.81  0.090
33 H -0.09 3.82 3.81  0.111
34 H -0.09 4.45 2.10  0.100
35 H -2.39 4.62 3.25  0.074
36 H -2.40 3.86 1.59  0.090
37 H -3.84 2.79 3.86  0.118
38 H -2.19 2.14 4.26  0.115
39 H -3.66 0.40 3.12  0.110
40 H -2.09 0.60 2.21  0.080
41 H -5.02 1.31 1.45  0.118
42 H -3.77 2.45 0.75  0.103
43 H -2.49 0.55 -0.40  0.083
44 H -4.24 0.69 -0.95  0.115
45 H -4.53 -1.14 1.22  0.112
46 H -4.56 -1.62 -0.58  0.110
47 H -1.68 -1.30 0.35  0.098
48 H -2.61 -2.32 1.61  0.101
49 H -2.73 -2.98 -1.47  0.132
50 H -2.91 -4.21 -0.05  0.128
51 H 3.11 -3.96 -2.20  0.147
52 H 1.36 -4.78 -4.27  0.153
53 H 2.88 -3.81 -4.56  0.157
54 H 0.62 -3.70 -6.06  0.127
55 H 2.66 -3.50 1.41  0.135
56 H 2.78 -6.00 0.98  0.112
57 H 3.28 -5.58 -0.78  0.111
58 H 5.03 -3.95 0.67  0.081
59 H 5.50 -5.64 0.12  0.082
60 H 4.90 -5.30 1.90  0.083
61 H -0.04 -2.62 2.45  0.129
62 H -1.27 -3.88 2.01  0.128
63 H 0.31 -5.85 2.41  0.127
64 H 1.70 -4.68 2.90  0.086
65 H 0.24 -5.64 4.89  0.095
66 H -1.14 -4.53 4.22  0.084
67 C 0.77 -0.36 -6.82  -0.102
68 C 2.06 0.46 -6.85  -0.267
69 C 1.94 1.74 -7.67  -0.197
70 C 1.72 1.48 -9.09  -0.234
71 N 1.54 1.27 -10.21  0.146
72 H 0.49 -0.71 -7.82  0.080
73 H 0.90 -1.23 -6.18  0.034
74 H -0.06 0.24 -6.42  0.085
75 H 2.87 -0.16 -7.24  0.112
76 H 2.32 0.72 -5.82  0.107
77 H 2.86 2.32 -7.55  0.118
78 H 1.13 2.36 -7.28  0.121
79 C 1.82 7.42 2.64  -0.112
80 C 0.99 8.49 3.34  -0.264
81 C -0.19 7.92 4.13  -0.187
82 C -1.19 7.29 3.26  -0.210
83 N -1.97 6.80 2.57  0.165
84 H 1.23 6.89 1.88  0.065
85 H 2.67 7.87 2.14  0.073
86 H 2.19 6.68 3.35  0.075
87 H 0.64 9.21 2.61  0.115
88 H 1.64 9.03 4.04  0.110
89 H -0.67 8.73 4.69  0.120
90 H 0.17 7.19 4.87  0.120

3.
The following is a DFT calculation (wB97M-V/def2-TZVPD) of a structure of composition C27H53IN7O10P2PbSSi.

Properties
E_HOMO (spin up / spin down), eV: -10.9 / -10.9
Largest force on an atom, eV/A: 0.68
Net charge: +1
Molar mass, g/mol: 1091.97
Relative energy (zero: lowest compared OMol25 entry of this formula, charge and spin), kJ/mol: 0.0

Each line ends with the Löwdin charge.
Cartesian coordinates (Å):
1 Pb -1.24 0.33 0.40  1.198
2 N 1.29 4.27 3.05  0.173
3 C 0.38 3.06 3.13  -0.486
4 C -0.12 2.95 4.56  -0.061
5 P 1.39 1.64 2.48  0.355
6 O 2.00 0.94 3.79  -0.108
7 O 2.47 2.30 1.72  -0.271
8 O 0.43 0.63 1.88  -0.429
9 P -1.00 3.44 1.96  0.318
10 O -0.35 3.19 0.49  -0.197
11 O -1.29 4.88 2.15  -0.270
12 O -2.00 2.31 2.09  -0.380
13 H 1.77 4.44 3.93  0.164
14 H 0.71 5.09 2.80  0.141
15 H 2.00 4.03 2.31  0.136
16 H 0.73 2.86 5.25  0.093
17 H -0.71 2.05 4.67  0.049
18 H -0.73 3.81 4.84  0.100
19 H 1.55 0.11 4.01  0.091
20 H 0.02 3.98 0.08  0.101
21 N -1.61 0.22 3.87  0.176
22 C -1.80 -1.02 3.41  -0.411
23 N -1.96 -1.98 4.32  0.191
24 C -2.20 -3.19 3.85  -0.421
25 N -2.32 -4.20 4.71  0.195
26 N -2.35 -3.49 2.54  0.192
27 C -2.14 -2.50 1.71  -0.271
28 N -1.80 -1.25 2.07  0.092
29 C -2.32 -2.80 0.27  -0.217
30 C -2.75 -4.06 -0.14  0.016
31 C -2.92 -4.29 -1.49  -0.018
32 C -2.64 -3.27 -2.38  -0.018
33 C -2.20 -2.05 -1.89  -0.194
34 N -2.06 -1.82 -0.59  0.010
35 H -1.73 0.33 4.86  0.122
36 H -1.65 1.04 3.26  0.033
37 H -2.21 -4.03 5.70  0.120
38 H -2.50 -5.13 4.37  0.118
39 H -2.93 -4.82 0.60  0.116
40 H -3.25 -5.25 -1.85  0.121
41 H -2.75 -3.40 -3.45  0.121
42 H -1.93 -1.24 -2.55  0.048
43 I -3.99 1.04 -2.12  0.993
44 C -2.57 1.77 -0.82  -0.780
45 H -2.99 2.39 -0.03  -0.034
46 H -1.74 2.22 -1.36  -0.046
47 C -6.59 -0.71 1.00  -0.146
48 C -6.29 0.27 2.14  -0.138
49 C -4.85 0.70 1.87  -0.181
50 O -4.32 -0.18 0.86  -0.295
51 C -5.22 -1.28 0.72  -0.224
52 H -6.96 -0.19 0.12  0.115
53 H -7.31 -1.48 1.28  0.118
54 H -6.37 -0.23 3.11  0.113
55 H -6.98 1.12 2.15  0.115
56 H -4.23 0.64 2.77  0.104
57 H -4.78 1.72 1.48  0.116
58 H -4.96 -2.08 1.43  0.122
59 H -5.10 -1.67 -0.29  0.109
60 C 3.57 -2.46 -0.32  -0.030
61 C 4.04 -1.06 0.05  -0.614
62 C 5.54 -0.93 -0.14  -0.017
63 C 3.63 -0.73 1.48  -0.036
64 O 3.44 -0.04 -0.78  -0.120
65 Si 2.45 0.04 -2.05  -0.060
66 S 0.35 0.00 -1.51  0.428
67 O 2.70 1.36 -2.95  -0.127
68 C 2.76 2.78 -2.79  -0.634
69 C 3.42 3.12 -1.47  -0.028
70 C 1.34 3.33 -2.85  -0.031
71 C 3.59 3.29 -3.96  -0.022
72 O 2.71 -1.22 -3.03  -0.138
73 C 2.09 -1.83 -4.18  -0.633
74 C 3.24 -2.38 -5.01  -0.022
75 C 1.19 -2.95 -3.68  -0.026
76 C 1.30 -0.79 -4.97  -0.032
77 H 4.03 -3.18 0.35  0.094
78 H 3.84 -2.71 -1.34  0.078
79 H 2.48 -2.54 -0.22  0.085
80 H 6.07 -1.62 0.51  0.091
81 H 5.86 0.09 0.10  0.090
82 H 5.81 -1.14 -1.18  0.092
83 H 4.09 -1.44 2.17  0.096
84 H 2.55 -0.79 1.58  0.064
85 H 3.95 0.28 1.75  0.077
86 H 2.85 2.74 -0.62  0.056
87 H 3.51 4.21 -1.37  0.094
88 H 4.42 2.69 -1.41  0.096
89 H 0.74 2.91 -2.04  0.036
90 H 0.87 3.07 -3.80  0.094
91 H 1.36 4.42 -2.77  0.092
92 H 4.59 2.88 -3.92  0.092
93 H 3.66 4.38 -3.93  0.090
94 H 3.13 2.99 -4.90  0.088
95 H 3.83 -3.08 -4.42  0.088
96 H 3.88 -1.58 -5.36  0.092
97 H 2.85 -2.92 -5.89  0.091
98 H 1.78 -3.68 -3.12  0.090
99 H 0.72 -3.46 -4.52  0.092
100 H 0.42 -2.55 -3.03  0.043
101 H 1.95 0.03 -5.28  0.088
102 H 0.49 -0.38 -4.37  0.057
103 H 0.88 -1.26 -5.86  0.094